DFT (ωB97M-V/def2-TZVPD) results for 2 unconnected molecules or ions with the total composition CH4FN2O at a distorted geometry.

```
9
Properties=species:S:1:pos:R:3:forces:R:3:mulliken_charge:R:1
C -1.250 -0.756 0.335 -0.163 -1.279 -1.341 0.49
N -0.413 -1.353 1.065 0.294 1.303 1.665 -0.71
N -1.963 0.339 0.692 2.457 1.378 1.262 -0.22
O -2.664 1.136 -0.126 -0.694 0.166 -1.056 -0.74
F -1.548 -1.348 -0.928 -0.381 0.986 1.194 -0.28
H 0.248 1.501 -0.970 0.162 0.018 0.019 0.25
H -0.068 -2.257 0.896 0.059 -0.891 -0.985 0.20
H -0.408 1.451 -0.622 -0.113 0.130 -0.209 -0.28
H -1.259 0.957 1.258 -1.621 -1.809 -0.550 0.29
```
Positions in Å, forces in eV/Å.

Results
LUMO energy = 4.8 eV
HOMO-LUMO gap = 0.2518 Eh
total charge = -1